Here is C25H60FeGeN7O4SSi4 as an isolated structure in a non-equilibrium geometry from the OMol25 dataset. Energies are from the ωB97M-V functional and the def2-TZVPD basis.

The HOMO energy (spin up / spin down) comes out at -5.970 / -6.826 eV. Its multiplicity is 6. The HOMO-LUMO gap (spin up / spin down) comes out at 0.2042 / 0.2356 Eh.

The geometry in XYZ format:
```
103
Properties=species:S:1:pos:R:3:lowdin_charge:R:1
Ge -1.2350 1.2613 -0.9510 0.732
Fe 0.0164 -0.6228 1.1439 0.618
S 1.1261 -2.7942 -0.2829 0.746
Si -2.7449 0.0598 -2.4695 0.370
Si -2.3179 -0.8733 3.7134 0.400
Si -2.5229 3.1068 -0.0438 0.347
Si 0.4199 2.2033 -2.5048 0.364
O 1.5485 0.2646 -0.1430 -0.237
O -1.5496 -1.8199 0.0102 -0.288
O -0.1461 1.3819 2.0219 -0.110
O 3.6771 0.6796 -0.7392 -0.046
N 2.1789 -0.9976 2.1246 0.021
N 6.9972 -2.1253 -1.1940 0.195
N 4.6987 -2.1103 -1.1804 0.114
N 0.8940 2.7369 3.5640 0.171
N -1.4911 -3.0834 -0.4191 -0.183
N 1.5029 2.8521 1.3673 0.183
N 5.8406 -0.4222 -2.2960 0.194
C -2.6291 -5.0314 -1.1393 -0.077
C -1.4001 -5.7013 -1.3816 -0.060
C -1.8402 -1.3428 -3.3657 -0.214
C -3.1337 -1.9137 5.0945 -0.196
C -3.2229 4.1271 -1.4776 -0.220
C -0.7323 -1.3662 2.9511 -0.338
C 4.5542 -3.0161 -0.0243 -0.175
C -3.9807 2.5192 1.0116 -0.219
C -3.6053 -0.8421 2.3617 -0.199
C 5.8300 -1.5465 -1.5313 -0.446
C -1.5972 4.4043 1.0210 -0.214
C -0.4525 3.2784 -3.8139 -0.215
C -3.4685 1.1437 -3.8368 -0.223
C 3.2995 -0.2472 1.4784 -0.266
C 4.6661 -0.9150 1.6428 -0.145
C 1.3032 0.8443 -3.4708 -0.209
C -0.2632 -4.9627 -1.0967 -0.104
C -0.2657 -3.6419 -0.6014 -0.713
C 1.7711 3.3691 -1.8400 -0.219
C 4.8058 -2.4324 1.3686 -0.171
C -4.3127 -0.5656 -1.5671 -0.216
C 0.6841 2.2670 2.2899 -0.624
C 2.8327 0.2410 0.0738 -0.587
C -2.6606 -3.7411 -0.6989 -0.028
C -2.1092 0.8448 4.4737 -0.187
H -2.4414 -2.2568 -3.4192 0.027
H -3.9158 4.8901 -1.1173 0.031
H 6.7477 -0.0209 -2.5384 0.122
H -0.9227 -1.5716 -2.8560 -0.003
H -2.4361 4.6151 -2.0338 0.000
H 5.1194 0.2669 -2.0656 0.094
H -1.4149 0.8095 5.3007 0.017
H -4.0616 -1.4101 5.3520 0.016
H -4.5912 3.3594 1.3524 0.030
H -3.5958 1.9910 1.8944 0.007
H -4.8345 -1.3411 -2.1208 0.026
H 4.9522 -0.7586 2.7081 0.125
H 2.2284 3.9599 -2.6467 0.037
H 1.3429 4.0537 -1.1177 0.004
H 4.1553 -3.0063 2.0400 0.107
H -2.7084 1.3816 -4.5710 0.003
H 2.3465 -2.0150 2.0840 0.057
H -1.2569 2.7283 -4.2926 -0.007
H 3.4345 0.6967 2.0509 0.146
H -3.8419 2.0622 -3.4108 -0.010
H -1.7465 1.5051 3.6950 -0.014
H -3.5869 -5.5353 -1.3068 0.106
H 2.0620 -0.7229 3.1057 0.089
H -4.9922 0.2735 -1.4298 0.017
H -0.5869 4.4717 0.6360 -0.010
H 3.5118 -3.3644 -0.0531 0.021
H -3.7592 3.4871 -2.1841 -0.002
H 0.2577 3.5892 -4.5835 0.029
H 1.4746 2.4694 0.4083 0.057
H 7.8865 -1.6511 -1.3786 0.133
H -4.2958 0.6351 -4.3259 0.033
H -0.5623 -2.4089 2.6855 -0.011
H -1.3451 -6.7154 -1.7554 0.100
H 0.1038 -1.0224 3.5480 -0.043
H -4.6564 1.8425 0.4934 0.013
H -0.8919 4.1780 -3.3979 0.003
H 2.5576 2.7809 -1.3801 -0.005
H -1.5900 -1.0268 -4.3800 0.021
H -3.5720 -3.1733 -0.5106 0.126
H 1.5166 3.5249 3.7406 0.107
H -4.5307 -0.3525 2.6512 0.028
H 0.2697 2.4264 4.3087 0.099
H -1.5224 4.1173 2.0612 0.010
H 2.2513 3.5039 1.5895 0.122
H -2.5179 -1.9646 5.9772 0.006
H -4.0192 -0.9388 -0.5988 -0.025
H 2.0211 1.3094 -4.1387 0.024
H 3.8459 -1.6523 -1.5317 0.151
H -3.8293 -1.8820 2.1017 0.030
H -3.0855 1.1855 4.8278 0.030
H 0.7368 -5.3679 -1.1854 0.090
H -3.2076 -0.3519 1.4613 -0.002
H 5.2296 -3.8752 -0.2009 0.117
H 5.3513 -0.3218 1.0378 0.103
H -2.0076 5.4169 0.9384 0.030
H 5.8342 -2.7191 1.6686 0.106
H -3.3781 -2.9308 4.7679 0.021
H 0.6420 0.2109 -4.0526 0.011
H 7.0060 -3.0533 -0.7588 0.122
H 1.8534 0.1988 -2.7873 0.002
```